Record 1
Below is C48H64N8O2ReS as an isolated structure, with properties calculated with wB97M-V/def2-TZVPD.

Last column: Mulliken spin population.
Element x y z (Å)
C  0.0916  3.3867  -2.1145  -0.020
C  -0.3528  -2.4358  3.4928  0.029
C  2.7223  -1.6150  1.4162  0.113
N  -1.5607  -0.6707  -1.0409  -0.058
H  -1.7259  0.5815  5.4490  0.001
H  -3.7163  -3.9139  2.2693  -0.001
H  -6.6973  -2.5550  -0.2441  0.000
C  -5.2782  -0.9659  -0.6521  -0.002
H  -1.1318  1.7349  -1.4875  0.008
H  5.4678  -4.1218  3.6461  0.000
H  -4.6574  1.8496  -3.2010  0.001
H  1.1371  2.1154  -5.8223  -0.001
C  0.4403  -1.8629  5.8088  0.004
C  3.6047  -0.4454  -4.9819  0.003
H  -5.3808  -0.5296  0.3450  0.001
H  -0.5046  1.8162  -5.2653  0.001
H  4.5458  1.0781  -3.7395  0.001
H  -3.1089  5.9208  -2.7080  0.000
H  0.8297  -2.2799  6.7358  0.000
H  -0.5882  -3.6636  5.2045  0.000
H  -5.1735  5.0756  -2.1050  0.000
H  6.6236  -2.2110  0.2972  -0.001
H  3.6220  1.7246  -5.0944  -0.001
H  2.3380  -2.3072  3.3704  -0.007
Re  0.3897  -0.5816  -0.3379  1.582
H  -5.0162  -3.0307  0.0020  -0.001
C  4.2829  0.9139  -4.7866  0.005
C  -5.6850  -2.4413  -0.6272  0.005
C  -1.5768  -1.7239  1.7320  0.128
S  -0.0883  1.6567  1.7034  0.022
H  0.1206  1.9451  6.4400  0.000
C  4.6088  -1.5621  0.1790  0.040
C  -2.8913  -2.6081  3.8110  -0.006
C  1.3927  3.8720  -2.1550  0.011
H  -4.4059  -4.1603  3.8746  0.000
H  -3.8278  -0.8295  -4.4599  0.001
H  6.0046  0.3851  -1.2327  0.000
C  5.9972  -1.6157  -0.3675  0.003
H  4.5619  -1.8076  3.5227  0.001
N  -2.2267  4.0889  -2.2004  -0.001
C  -1.6302  -2.2629  3.0879  0.028
H  -0.3533  -0.5501  -6.1743  0.001
H  0.6236  3.3135  5.4289  0.001
C  -3.4871  -3.9366  3.3352  0.005
C  -2.6846  -0.9341  -0.3144  0.108
C  0.2269  -0.5359  -3.4149  0.144
C  1.6067  1.3472  4.1325  0.010
N  0.8432  1.4146  -1.0036  0.089
H  -3.2244  1.6079  -4.1926  0.002
C  2.3420  -0.5594  -4.1930  0.048
N  2.3128  -1.1537  0.1988  -0.095
H  -3.4729  0.9460  2.2187  0.005
H  -1.0724  2.8430  5.4875  0.000
C  -1.0086  4.1696  -2.7758  0.000
C  -4.2383  -0.2408  -3.6358  0.006
C  6.5966  -0.2167  -0.5405  0.006
C  0.2399  1.5251  -6.0092  0.006
C  -0.6702  1.5739  3.3032  0.035
H  5.9951  -2.1403  -1.3259  0.001
H  -2.3417  3.7395  -1.2625  0.000
C  -2.6904  -1.3862  0.9938  0.031
C  -3.0069  1.8512  2.6148  0.000
C  -1.1566  -0.3855  -3.4251  0.002
C  3.4166  -1.0127  -1.9693  0.008
C  2.3961  3.1389  -1.5461  -0.007
C  -3.3411  4.8515  -2.7292  0.000
H  3.4148  3.4970  -1.5128  0.001
H  2.8350  1.3152  -0.4875  0.008
N  -0.2690  -1.5949  1.3253  0.036
H  -2.7867  -4.7541  3.5038  0.000
H  1.5873  4.8160  -2.6471  0.000
H  -3.7705  2.4499  3.1116  0.001
N  0.9930  -0.8300  -2.3213  -0.166
O  -4.4154  4.5282  -1.8772  0.000
H  2.0984  2.2479  3.7562  -0.002
O  -0.7853  4.8125  -3.7821  0.000
H  5.1953  0.9785  -5.3766  0.000
H  2.0579  1.0694  5.0853  0.000
H  -3.6215  -1.8040  3.6802  -0.001
C  -1.9885  -0.4920  -2.3385  0.134
H  -5.2605  -0.5933  -3.4966  -0.001
H  7.6099  -0.2776  -0.9332  0.000
C  -3.4511  -0.5029  -2.3948  0.042
H  5.3517  -4.2897  1.8945  -0.001
H  3.8875  -4.1772  2.8637  0.000
H  -0.4709  -1.3123  6.0424  0.000
C  4.1732  -1.8098  1.4325  0.073
H  -0.1434  1.7969  -6.9911  0.000
H  -4.8262  1.4156  -4.9061  0.000
H  -3.2977  0.3320  4.6625  0.000
C  1.0637  -0.3709  -4.5970  0.046
H  -5.6524  -2.8657  -1.6303  0.000
C  -0.1407  2.1602  -1.5288  0.006
H  -2.5731  2.4135  1.7953  -0.002
C  -3.8816  -0.7712  -1.1435  0.066
H  1.7537  0.5434  3.4161  -0.006
C  4.9094  -3.8081  2.7662  0.006
C  0.5458  0.0250  -5.9402  0.005
H  4.2901  -1.2484  -4.7004  0.002
C  2.0844  1.9185  -0.9765  0.016
H  1.0497  -3.5636  4.6240  -0.001
N  -1.9780  1.5110  3.5861  0.014
H  6.6327  0.3097  0.4133  0.000
C  4.9473  -2.2850  2.6180  -0.001
H  -3.6551  -1.5574  1.4510  -0.005
C  0.1487  -2.9710  4.7954  0.002
C  0.5012  -1.9874  2.3972  0.131
C  3.4292  -1.2007  -0.6083  0.147
H  1.1706  -1.1515  5.4192  -0.001
H  -2.6862  -2.6608  4.8813  0.001
H  5.9815  -1.9523  2.5205  0.000
C  -0.0574  2.4621  5.4973  0.000
C  -4.2379  1.2459  -4.0057  0.003
C  2.2892  -0.8272  -2.7615  0.153
C  1.8766  -1.9608  2.4565  0.005
H  3.3813  -0.5993  -6.0379  0.000
H  -2.9400  1.8812  5.4343  0.000
N  0.1863  1.5648  4.3623  0.013
C  -2.5080  1.0572  4.8648  -0.002
H  -1.6192  -0.2063  -4.3854  -0.010
H  -3.5251  4.5518  -3.7648  0.000
H  4.3692  -1.0423  -2.4797  -0.011
H  1.2789  -0.2422  -6.7017  0.000
H  -5.9597  -0.4073  -1.2951  0.000

Calculated values
E_tot   -79786.29625 eV
Spin multiplicity   4
Energy relative to the best compared isomer or geometry (same formula, charge and spin)   0.000 eV
⟨S²⟩   3.864
Charge   +2
LUMO energy (spin up / spin down)   -6.297 / -7.778 eV
E_HOMO (spin up / spin down)   -0.4395 / -0.4644 Ha

Record 2
Below is C48H65AsCrFN2S2Si2 as an isolated structure, with properties calculated with wB97M-V/def2-TZVPD.

Last column: Mulliken spin population.
Element x y z (Å)
H  3.8355  -6.2780  -4.6053  0.000
C  -2.1783  -2.9211  -3.3907  0.000
H  3.0248  3.2029  1.4294  -0.005
C  3.9494  0.5421  2.0899  0.002
H  -2.4630  2.8154  2.2099  -0.004
C  1.3476  -1.9744  2.4846  0.010
C  -2.5747  -2.8178  0.4053  -0.017
C  2.1070  -1.8297  -3.2747  0.008
C  -1.3361  1.1532  -4.0688  0.008
H  -3.0378  4.8868  -1.2401  0.001
H  4.0423  -4.3687  1.1773  0.000
H  -2.3719  3.2682  -0.9619  0.006
H  -6.6379  -3.0633  0.3109  0.000
C  1.7922  -3.2606  -2.9173  -0.002
N  0.3432  1.2978  2.4183  -0.040
H  1.8091  6.2448  -1.4084  -0.001
H  3.7294  0.4714  5.4500  0.000
H  3.7028  -7.2805  -3.1579  0.000
H  -0.4908  1.4022  -4.7005  0.001
H  -6.7181  -3.3961  -1.4227  0.000
H  -1.5103  2.9282  5.4897  -0.001
H  3.3615  6.2535  -0.5706  -0.001
C  2.4530  -3.0482  0.6604  -0.003
C  4.3684  0.3902  3.4073  0.007
H  3.8229  -4.0046  3.6321  0.000
C  -4.7172  -3.3340  -0.6278  -0.002
H  -4.6819  -3.4692  -2.7648  0.000
H  0.1757  2.4718  5.7055  0.000
C  -1.2103  -0.1480  4.5645  0.000
C  -2.5452  1.9634  2.8852  0.031
H  2.7637  4.8784  1.8979  -0.001
H  -4.6184  0.3330  -4.2304  0.000
H  0.5852  -1.2983  2.8434  -0.009
H  3.2702  -4.0041  -4.2783  0.000
H  -1.2602  -5.0778  -0.5978  0.000
H  -2.7008  0.9301  -5.7066  0.000
C  -3.6461  0.5578  -3.8065  -0.002
H  -1.2041  6.4922  0.5849  0.001
H  0.7029  4.0690  2.6805  0.020
C  3.1322  -6.6963  -3.8840  0.000
H  -1.9058  0.0370  5.3896  0.000
C  -2.5747  0.8872  -4.6305  0.003
H  -4.3987  -3.1191  1.4771  0.000
H  -2.7451  -3.5748  -4.0589  0.000
H  -0.2982  -0.5789  4.9817  0.000
H  2.2563  3.8334  -2.2658  -0.002
H  -1.5378  -1.5110  1.7317  0.010
C  0.1095  4.6302  1.9583  -0.072
H  -0.9375  4.5615  2.2658  -0.002
C  -2.3051  4.3090  -0.6590  0.000
C  2.8352  3.7205  -1.3485  -0.010
As  -0.1591  -1.9513  -1.2693  -0.037
C  -2.2240  0.7891  -1.8536  0.029
H  2.4766  -7.3896  -4.4168  0.000
S  -2.0751  0.7583  -0.1044  -0.072
H  0.4070  5.6824  2.0105  0.005
H  4.1168  4.4582  0.8412  0.001
C  2.3414  -5.6068  -3.2076  0.000
C  1.4118  -5.9095  -2.2231  0.000
H  -4.2875  0.2501  -1.7798  0.001
H  1.2733  -6.9459  -1.9257  0.000
C  -0.2167  -5.3432  -0.4386  0.001
F  2.2630  1.0465  0.5321  0.054
Si  0.3695  3.8797  0.2194  -0.261
H  2.0649  -2.4228  4.4382  0.000
N  0.6090  -1.4236  0.2740  -0.037
S  0.4546  1.4315  -2.0341  -0.077
C  0.6672  -4.9230  -1.5813  -0.001
H  5.3896  0.1152  3.6323  0.001
Cr  0.1601  1.2813  0.3174  3.438
C  -6.1875  -3.6382  -0.5002  0.000
H  -1.8000  6.8473  -1.0369  -0.001
C  -0.6040  4.8145  -2.3801  -0.004
H  -1.3650  5.3797  -2.9368  0.001
H  -2.4430  -2.8218  2.5445  0.000
C  -3.9354  -3.0976  0.4939  0.006
H  -0.6153  3.7844  -2.7378  -0.005
C  2.6435  0.8684  1.8567  -0.010
C  -1.8267  -2.5630  1.6800  0.007
H  -6.3603  -4.6974  -0.2873  0.000
H  -0.1472  -6.4207  -0.2763  0.000
C  -2.7410  -3.0016  -1.9918  -0.001
C  3.2786  -3.6995  1.5642  0.000
H  2.4659  -1.2863  -2.3947  -0.001
C  2.2036  4.4715  -0.1739  -0.035
H  -0.0706  6.9217  -0.6999  0.001
Si  -0.8995  1.4581  3.6175  0.046
H  -3.0218  1.1583  2.3275  -0.003
C  2.5281  -4.2726  -3.5313  0.000
C  2.1152  0.9078  4.1320  0.009
C  -4.0971  -3.2931  -1.8652  0.001
H  -1.6580  -0.8984  3.9098  0.000
H  2.8782  -1.7856  -4.0460  0.001
H  -2.6029  4.3638  0.3926  -0.007
H  1.4277  1.0154  4.9568  0.003
C  2.1819  -2.6171  3.3760  0.001
C  -0.5657  2.7633  4.9611  0.001
C  3.4343  0.5876  4.4130  -0.003
C  -1.9545  -2.7604  -0.8538  0.017
C  -3.4641  0.5129  -2.4338  0.012
H  0.1066  -4.8365  0.4745  -0.001
C  -0.9840  6.3698  -0.4768  -0.009
C  3.1638  -3.5018  2.9341  0.002
H  1.8748  6.5774  0.3283  0.001
H  4.6132  0.4024  1.2468  0.000
C  2.3026  5.9728  -0.4753  -0.006
C  -0.9045  4.8889  -0.8799  -0.024
C  -1.1348  1.1019  -2.6863  0.013
C  1.4391  -2.1482  1.0777  0.013
C  0.8312  -3.5758  -1.9402  0.003
H  3.8500  4.1050  -1.5284  0.001
H  -3.2021  2.2425  3.7154  0.000
H  -1.1344  -3.2255  -3.4423  0.000
H  0.3698  5.2410  -2.6297  -0.001
H  -2.2505  -1.8985  -3.7711  0.000
H  -0.2577  3.7189  4.5351  0.000
H  2.9142  2.6511  -1.1534  0.010
C  3.0666  4.2315  1.0721  -0.004
H  1.2281  -1.2797  -3.6143  -0.002
C  1.6306  1.0472  2.8114  -0.012
H  -0.8970  -3.1278  1.7317  0.001
H  2.6206  -3.2116  -0.3938  0.000

Calculated values
E_tot   -183220.22956 eV
Spin multiplicity   4
⟨S²⟩   3.965
Charge   -2
LUMO energy (spin up / spin down)   4.247 / 4.247 eV
E_HOMO (spin up / spin down)   -0.0533 / -0.0535 Ha